A molecular structure, C42H105BF4N7NaO14. Source: the Open Molecules 2025 dataset; level of theory: ωB97M-V/def2-TZVPD.

Total energy = -3686.48635 Eh
ΔE to the lowest compared entry with this formula, charge and spin = 0.000 eV
E_HOMO = -8.265 eV
Kohn-Sham gap = 0.251 Eh

```
! wB97M-V def2-TZVPD RIJCOSX def2/J DEFGRID3
* xyz 0 1
Na 2.60100 2.26398 -1.47819
B 1.35263 0.68587 0.54801
F 0.96153 -0.35270 1.37252
F 1.81346 0.19235 -0.71052
F 0.31028 1.60125 0.31810
F 2.43331 1.41357 1.08427
C 9.42700 -2.99784 -0.95511
O 8.32360 -3.85794 -1.04245
C 8.18977 -4.40460 -2.33833
C 6.81666 -4.99401 -2.55495
N 5.83952 -4.04726 -3.10870
C 5.46381 -3.00908 -2.17610
C 4.38641 -2.12828 -2.73176
O 3.17993 -2.87823 -2.79478
C 2.04931 -2.10184 -3.13867
H 9.35516 -2.14561 -1.63972
H 10.36263 -3.53154 -1.18856
H 9.51623 -2.66104 0.07565
H 8.90439 -5.23781 -2.45551
H 8.44230 -3.67650 -3.11749
H 6.43499 -5.43301 -1.61845
H 6.87589 -5.81905 -3.26744
H 5.03147 -4.55811 -3.43993
H 6.35488 -2.39646 -2.00578
H 5.16627 -3.39762 -1.18939
H 4.66402 -1.76735 -3.73141
H 4.21803 -1.28060 -2.05036
H 2.11432 -1.61255 -4.11777
H 1.79253 -1.39938 -2.33980
H 1.23829 -2.82840 -3.15851
C 6.67856 -2.24565 1.64471
O 5.67815 -1.39361 1.14251
C 4.38288 -1.73729 1.58808
C 4.08702 -1.29451 3.00410
N 4.10928 0.15916 3.09515
C 3.82372 0.59763 4.45099
C 3.87307 2.10760 4.56107
O 2.91256 2.76669 3.76877
C 1.58846 2.45029 4.11365
H 6.47626 -3.29803 1.40933
H 6.79891 -2.15146 2.72887
H 7.60155 -1.95207 1.14843
H 4.18716 -2.80255 1.41171
H 3.68451 -1.20272 0.93531
H 4.77599 -1.75886 3.71746
H 3.09861 -1.68843 3.31232
H 3.34096 0.47381 2.50952
H 4.58645 0.19069 5.12493
H 2.85504 0.21219 4.81627
H 4.86248 2.43172 4.24193
H 3.71692 2.38796 5.61494
H 1.27375 1.49245 3.67523
H 0.94108 3.18286 3.62243
H 1.41153 2.46854 5.19244
C 0.12840 -3.51535 1.71431
O -1.21596 -3.14861 1.86227
C -2.01067 -3.89130 2.73887
C -3.37372 -3.25563 2.82655
N -4.11852 -3.37402 1.56516
C -5.34006 -2.58635 1.64891
C -6.16914 -2.72580 0.39782
O -5.41037 -2.23308 -0.69943
C -6.16301 -2.19530 -1.89238
H 0.20125 -4.56903 1.41946
H 0.64147 -3.31294 2.66043
H 0.54912 -2.88843 0.93147
H -1.56841 -3.96254 3.74984
H -2.02645 -4.94899 2.41597
H -3.15975 -2.21777 3.12079
H -3.93376 -3.73777 3.62976
H -3.53757 -2.88915 0.88274
H -5.17858 -1.51085 1.82344
H -5.94653 -2.93825 2.48949
H -7.07056 -2.09476 0.46418
H -6.49993 -3.74639 0.18095
H -5.47182 -2.02650 -2.71649
H -6.79675 -1.29116 -1.88519
H -6.83154 -3.04586 -2.03692
C -5.50737 1.46844 0.08970
O -5.20937 0.99288 -1.20724
C -3.88317 1.25406 -1.60771
C -2.83262 0.39701 -0.91324
N -2.85523 -0.96516 -1.45074
C -1.82804 -1.77469 -0.79247
C -1.89373 -3.20389 -1.26937
O -0.94903 -3.39712 -2.30302
C -1.03716 -4.67369 -2.85666
H -5.05820 0.80167 0.83242
H -6.58744 1.51414 0.20195
H -5.10686 2.48384 0.21442
H -3.66166 2.32319 -1.44911
H -3.84396 1.05896 -2.68015
H -2.88904 0.46262 0.18142
H -1.87273 0.78833 -1.27020
H -3.76534 -1.35917 -1.21059
H -1.85650 -1.69092 0.30116
H -0.85724 -1.37370 -1.10883
H -2.91731 -3.44102 -1.60365
H -1.72671 -3.92217 -0.45062
H -0.29906 -4.79046 -3.64814
H -2.02474 -4.85982 -3.30854
H -0.89936 -5.45307 -2.09340
C 4.46376 4.86754 -9.49902
O 3.15990 4.80859 -8.99776
C 2.88863 3.57809 -8.36322
C 1.44734 3.60986 -7.90089
N 1.05542 2.33803 -7.30992
C -0.36918 2.31808 -6.99498
C -0.69596 1.14841 -6.11494
O -0.05777 1.31005 -4.87052
C -0.43780 0.30294 -3.95619
H 4.58999 4.15416 -10.32158
H 5.22670 4.69927 -8.72959
H 4.61272 5.87728 -9.88316
H 3.58523 3.45612 -7.51867
H 3.06302 2.74230 -9.05400
H 0.82876 3.85277 -8.76567
H 1.36165 4.44689 -7.18927
H 1.54494 2.25071 -6.42506
H -0.97018 2.25870 -7.90417
H -0.66847 3.24500 -6.47817
H -0.44644 0.21221 -6.63019
H -1.78593 1.13000 -5.94948
H -1.48375 0.39530 -3.63350
H 0.18595 0.37588 -3.06741
H -0.35073 -0.70898 -4.36730
C -3.31541 0.57516 3.77328
O -2.39421 -0.33916 4.30482
C -1.15642 -0.21187 3.64052
C -0.07291 -0.96509 4.35185
N 0.04664 -0.54223 5.72609
C 0.87829 -1.40569 6.53370
C 0.77792 -1.02888 7.99180
O -0.49159 -1.39423 8.47115
C -0.75813 -0.89438 9.75163
H -3.29225 0.56949 2.67436
H -3.11275 1.59797 4.10396
H -4.32707 0.29306 4.06733
H -0.82884 0.84299 3.63125
H -1.20024 -0.51137 2.58512
H 0.85816 -0.75607 3.80927
H -0.21556 -2.05811 4.29567
H -0.85883 -0.40442 6.15645
H 1.91874 -1.25839 6.22168
H 0.62851 -2.47436 6.43105
H 0.94376 0.05138 8.09951
H 1.59982 -1.52774 8.52951
H -0.21219 -1.45471 10.52506
H -1.82232 -1.02348 9.94549
H -0.49526 0.16235 9.87310
C -1.91016 2.98100 1.58809
O -2.91625 3.51842 2.42304
C -3.14809 4.87570 2.17562
C -3.69875 5.18932 0.79099
N -3.94775 6.63244 0.71853
C -4.64194 7.11587 -0.46819
C -5.94133 6.46216 -0.84822
O -5.64474 5.18349 -1.42929
C -6.73963 4.55572 -2.04494
H -2.11461 3.09616 0.52307
H -1.81806 1.91926 1.80567
H -0.92358 3.39622 1.82956
H -2.27620 5.52306 2.36209
H -3.89478 5.18890 2.91763
H -4.61898 4.62463 0.62667
H -2.95280 4.94918 0.03138
H -4.39646 6.91796 1.58036
H -3.95434 7.03999 -1.31332
H -4.80086 8.18420 -0.29853
H -6.39728 7.06471 -1.64755
H -6.65445 6.32242 -0.02960
H -7.66851 5.10125 -1.83015
H -6.82368 3.53736 -1.66365
H -6.66222 4.53816 -3.13663
*
```